[1]
Density functional theory data (ωB97M-V/def2-TZVPD) for a 12-piece molecular cluster, C79H184N12O15 overall at a distorted geometry.

Summary:
**Structure (SMILES)**: CC1(C)CCCC(C)(C)N1O.CC1(C)CCCC(C)(C)N1O.CC1(C)CCCC(C)(C)N1O.CC1(C)CCCC(C)(C)N1O.CC1(C)CCCC(C)(C)N1O.COC[C@H](C)N.COC[C@H](C)N.COC[C@H](C)N.COC[C@H](C)N.COCCNCCOC.COCCNCCOC.COCCNCCOC

The geometry in ORCA input format:
```
! RIJCOSX wB97M-V def2-TZVPD def2/J DEFGRID3
* xyz 0 1
C 15.326 -16.998 -9.689
C 15.042 -17.190 -11.181
C 15.394 -18.684 -11.464
C 13.570 -16.927 -11.413
C 13.255 -15.455 -11.375
C 14.225 -14.685 -12.295
C 15.716 -14.924 -12.085
C 16.471 -14.468 -13.370
C 16.241 -14.133 -10.907
N 15.874 -16.378 -12.060
O 17.248 -16.583 -11.707
H 15.261 -15.964 -9.374
H 14.709 -17.618 -8.998
H 16.355 -17.204 -9.435
H 14.799 -19.416 -10.934
H 15.300 -18.936 -12.494
H 16.431 -18.921 -11.232
H 13.390 -17.252 -12.475
H 12.930 -17.408 -10.757
H 12.233 -15.279 -11.790
H 13.279 -15.045 -10.318
H 14.019 -13.616 -12.312
H 13.981 -15.102 -13.327
H 16.203 -15.119 -14.216
H 17.501 -14.611 -13.121
H 16.196 -13.431 -13.547
H 15.511 -14.042 -10.047
H 16.414 -13.043 -11.208
H 17.184 -14.497 -10.530
H 17.581 -17.185 -12.375
C 27.306 -14.111 -13.619
C 26.051 -14.748 -14.208
C 24.822 -13.938 -13.832
C 26.217 -14.869 -15.682
C 25.248 -15.691 -16.482
C 25.482 -17.111 -15.924
C 25.155 -17.162 -14.388
C 23.617 -17.010 -14.102
C 25.665 -18.579 -13.916
N 26.001 -16.148 -13.684
O 25.726 -16.222 -12.287
H 28.183 -14.821 -13.814
H 27.475 -13.150 -14.066
H 27.023 -13.963 -12.593
H 24.340 -14.182 -12.834
H 25.074 -12.901 -13.623
H 23.930 -13.955 -14.535
H 26.341 -13.880 -16.111
H 27.175 -15.485 -15.977
H 24.219 -15.298 -16.314
H 25.567 -15.573 -17.534
H 26.548 -17.330 -16.049
H 24.942 -17.898 -16.521
H 22.922 -17.510 -14.775
H 23.317 -15.959 -14.193
H 23.388 -17.289 -13.085
H 26.738 -18.503 -13.701
H 25.341 -19.289 -14.730
H 25.160 -18.900 -12.979
H 24.785 -15.962 -12.117
C 20.300 -15.556 -10.173
C 21.483 -14.571 -10.024
C 22.619 -15.176 -10.886
C 20.942 -13.253 -10.674
C 21.616 -11.985 -10.209
C 21.618 -11.971 -8.679
C 22.413 -13.181 -8.107
C 23.930 -13.164 -8.389
C 22.186 -13.307 -6.545
N 21.780 -14.355 -8.620
O 22.383 -15.477 -8.066
H 20.488 -16.501 -9.715
H 19.413 -15.158 -9.715
H 19.971 -15.700 -11.209
H 22.281 -15.227 -11.921
H 23.481 -14.510 -10.969
H 22.948 -16.114 -10.446
H 21.019 -13.336 -11.740
H 19.916 -13.085 -10.483
H 22.637 -11.856 -10.644
H 21.140 -11.106 -10.628
H 20.588 -12.075 -8.388
H 22.047 -11.053 -8.210
H 24.352 -12.194 -7.989
H 24.094 -13.168 -9.458
H 24.433 -13.988 -7.860
H 22.786 -14.057 -6.031
H 21.124 -13.422 -6.307
H 22.568 -12.366 -6.174
H 21.679 -15.884 -7.546
C 16.138 -22.820 -12.127
C 16.934 -22.804 -10.741
C 16.095 -22.040 -9.717
C 17.056 -24.238 -10.248
C 18.061 -25.030 -11.033
C 19.434 -24.360 -10.894
C 19.408 -22.854 -11.316
C 20.590 -22.162 -10.791
C 19.384 -22.710 -12.857
N 18.215 -22.120 -10.719
O 18.043 -20.897 -11.441
H 15.298 -23.433 -11.838
H 15.809 -21.843 -12.449
H 16.636 -23.265 -12.955
H 16.573 -22.016 -8.717
H 15.886 -21.008 -10.129
H 15.151 -22.555 -9.656
H 17.422 -24.357 -9.293
H 16.073 -24.653 -10.316
H 18.169 -26.051 -10.671
H 17.844 -24.994 -12.094
H 20.232 -24.815 -11.488
H 19.655 -24.485 -9.825
H 20.729 -21.145 -11.196
H 21.453 -22.755 -11.034
H 20.499 -22.187 -9.699
H 18.819 -23.469 -13.339
H 20.419 -22.774 -13.103
H 18.967 -21.741 -13.124
H 18.183 -20.166 -10.832
C 18.341 -26.303 -15.054
C 19.721 -27.011 -15.290
C 20.024 -27.935 -14.131
C 19.721 -27.831 -16.545
C 21.066 -28.332 -16.946
C 22.026 -27.188 -17.063
C 22.007 -26.273 -15.917
C 22.880 -26.893 -14.776
C 22.636 -24.928 -16.450
N 20.677 -25.905 -15.527
O 20.845 -25.090 -14.339
H 18.390 -25.742 -14.111
H 18.062 -25.612 -15.905
H 17.493 -26.966 -14.952
H 20.361 -27.488 -13.202
H 19.120 -28.423 -13.841
H 20.652 -28.753 -14.346
H 19.091 -28.727 -16.366
H 19.291 -27.219 -17.379
H 21.379 -29.103 -16.210
H 21.001 -28.797 -17.918
H 21.806 -26.655 -18.013
H 23.022 -27.619 -17.195
H 23.932 -26.680 -14.839
H 22.759 -27.995 -14.832
H 22.539 -26.529 -13.824
H 21.887 -24.486 -17.077
H 23.569 -25.169 -16.982
H 22.955 -24.314 -15.639
H 20.115 -24.481 -14.458
C 20.274 -16.751 -5.914
O 20.019 -17.338 -7.151
C 18.608 -17.637 -7.281
C 18.452 -18.847 -8.186
C 19.316 -20.025 -7.709
N 18.716 -18.651 -9.615
H 21.365 -16.625 -5.830
H 20.006 -17.373 -5.079
H 19.864 -15.731 -5.799
H 18.107 -17.704 -6.330
H 18.166 -16.809 -7.777
H 17.376 -19.158 -8.139
H 19.278 -20.232 -6.619
H 20.374 -19.922 -7.948
H 18.931 -20.984 -8.160
H 19.668 -18.389 -9.864
H 18.040 -17.958 -10.026
C 21.664 -20.749 -16.145
O 21.252 -19.493 -15.623
C 19.890 -19.410 -15.426
C 19.611 -18.415 -14.276
C 20.459 -18.516 -13.039
N 18.201 -18.460 -13.850
H 21.297 -21.558 -15.553
H 22.786 -20.800 -16.236
H 21.271 -20.968 -17.104
H 19.409 -19.080 -16.350
H 19.444 -20.362 -15.143
H 19.712 -17.441 -14.704
H 20.706 -19.508 -12.671
H 19.846 -17.939 -12.339
H 21.342 -17.974 -13.145
H 18.056 -19.352 -13.403
H 17.627 -18.436 -14.732
C 23.475 -24.800 -10.504
O 23.606 -23.897 -11.578
C 24.512 -22.883 -11.169
C 24.744 -22.017 -12.390
C 23.375 -21.504 -12.855
N 25.548 -22.614 -13.441
H 22.950 -24.385 -9.642
H 24.432 -25.072 -10.121
H 23.081 -25.743 -10.851
H 24.147 -22.400 -10.284
H 25.480 -23.414 -10.977
H 25.351 -21.156 -12.077
H 22.895 -21.016 -12.033
H 22.667 -22.268 -13.211
H 23.478 -20.755 -13.665
H 25.270 -23.372 -14.013
H 26.499 -22.671 -13.177
C 16.999 -26.195 -20.564
O 18.140 -25.822 -19.821
C 18.905 -24.777 -20.416
C 19.931 -24.349 -19.381
C 19.228 -23.848 -18.129
N 20.938 -23.532 -19.962
H 16.420 -25.300 -20.847
H 16.450 -26.776 -19.856
H 17.161 -26.779 -21.500
H 19.334 -25.068 -21.419
H 18.183 -23.963 -20.539
H 20.444 -25.242 -19.116
H 18.883 -24.709 -17.568
H 18.468 -23.116 -18.269
H 19.957 -23.401 -17.443
H 21.832 -23.654 -19.530
H 20.738 -22.522 -19.943
C 16.793 -17.746 -17.459
O 16.607 -18.866 -16.625
C 15.348 -18.848 -15.915
C 15.171 -20.154 -15.161
N 14.804 -21.153 -16.164
C 14.595 -22.507 -15.652
C 15.823 -23.289 -15.545
O 16.388 -23.651 -16.842
C 15.857 -24.847 -17.356
H 17.767 -17.724 -17.934
H 16.736 -16.878 -16.799
H 16.038 -17.638 -18.181
H 14.591 -18.869 -16.656
H 15.262 -18.001 -15.180
H 14.305 -20.021 -14.447
H 16.150 -20.376 -14.693
H 15.493 -21.167 -16.922
H 13.917 -23.050 -16.372
H 13.948 -22.344 -14.779
H 15.697 -24.208 -14.980
H 16.583 -22.701 -15.049
H 15.629 -25.559 -16.558
H 16.594 -25.305 -18.061
H 15.007 -24.708 -17.935
C 30.698 -18.466 -9.292
O 29.679 -18.646 -10.197
C 29.285 -20.031 -10.100
C 28.273 -20.343 -11.168
N 26.925 -19.806 -11.002
C 26.221 -20.011 -9.714
C 24.914 -19.143 -9.688
O 24.330 -19.261 -8.413
C 22.995 -18.720 -8.298
H 30.948 -17.377 -9.201
H 31.671 -18.979 -9.528
H 30.363 -18.816 -8.332
H 28.900 -20.144 -9.066
H 30.173 -20.654 -10.255
H 28.247 -21.434 -11.089
H 28.684 -20.065 -12.167
H 27.008 -18.837 -11.129
H 26.840 -19.679 -8.828
H 25.883 -21.062 -9.557
H 24.217 -19.571 -10.454
H 25.026 -18.043 -9.960
H 23.059 -17.626 -8.523
H 22.672 -19.035 -7.301
H 22.370 -19.168 -9.044
C 11.366 -21.567 -21.670
O 12.336 -21.356 -20.697
C 13.321 -22.332 -20.715
C 14.445 -21.879 -19.796
N 15.248 -20.822 -20.384
C 16.516 -20.658 -19.673
C 17.454 -19.874 -20.560
O 18.746 -20.360 -20.299
C 19.660 -19.865 -21.312
H 10.994 -22.580 -21.611
H 11.652 -21.484 -22.730
H 10.474 -20.880 -21.612
H 13.683 -22.520 -21.756
H 12.945 -23.284 -20.327
H 15.050 -22.805 -19.661
H 14.009 -21.735 -18.868
H 14.733 -19.996 -20.389
H 16.976 -21.619 -19.520
H 16.418 -20.234 -18.659
H 17.378 -18.734 -20.474
H 17.179 -20.050 -21.645
H 19.814 -18.782 -21.214
H 19.211 -20.024 -22.311
H 20.636 -20.350 -21.143
*
```

Löwdin population analysis, charges in e, atoms 1 to 99:
1. C -0.02
2. C -0.49
3. C -0.02
4. C -0.15
5. C -0.19
6. C -0.14
7. C -0.54
8. C -0.02
9. C -0.04
10. N -0.05
11. O -0.07
12. H 0.06
13. H 0.11
14. H 0.04
15. H 0.08
16. H 0.05
17. H 0.05
18. H 0.14
19. H 0.10
20. H 0.12
21. H 0.12
22. H 0.12
23. H 0.14
24. H 0.08
25. H 0.06
26. H 0.08
27. H 0.09
28. H 0.11
29. H 0.06
30. H 0.04
31. C -0.03
32. C -0.55
33. C -0.03
34. C -0.19
35. C -0.19
36. C -0.14
37. C -0.44
38. C -0.02
39. C -0.03
40. N -0.09
41. O -0.04
42. H 0.12
43. H 0.07
44. H 0.07
45. H 0.07
46. H 0.08
47. H 0.10
48. H 0.12
49. H 0.15
50. H 0.11
51. H 0.12
52. H 0.11
53. H 0.13
54. H 0.08
55. H 0.06
56. H 0.05
57. H 0.08
58. H 0.09
59. H 0.06
60. H 0.06
61. C -0.03
62. C -0.45
63. C -0.02
64. C -0.13
65. C -0.19
66. C -0.11
67. C -0.51
68. C -0.01
69. C -0.02
70. N -0.12
71. O -0.04
72. H 0.05
73. H 0.07
74. H 0.09
75. H 0.08
76. H 0.06
77. H 0.08
78. H 0.11
79. H 0.10
80. H 0.12
81. H 0.11
82. H 0.11
83. H 0.13
84. H 0.10
85. H 0.05
86. H 0.09
87. H 0.08
88. H 0.08
89. H 0.07
90. H 0.05
91. C 0.01
92. C -0.49
93. C -0.03
94. C -0.14
95. C -0.17
96. C -0.10
97. C -0.46
98. C -0.04
99. C 0.00

=====

[2]
Density functional theory data (ωB97M-V/def2-TZVPD) for C44H48BrN3SbV as an isolated structure.

Summary:
**<S²>**: 0.791

The geometry in ORCA input format:
```
! RIJCOSX wB97M-V def2-TZVPD def2/J DEFGRID3
* xyz 1 2
V 0.042 -0.269 -0.807
C 1.450 3.335 0.008
C 1.477 3.107 -1.501
C 2.113 1.779 -1.902
C 0.144 3.366 -2.176
C 0.082 4.421 -3.077
C -1.098 4.768 -3.712
C -2.238 4.034 -3.461
C -2.230 2.952 -2.581
C -3.528 2.167 -2.434
C -4.568 2.933 -1.611
C -4.141 1.824 -3.802
C -1.029 2.636 -1.913
N -1.008 1.565 -0.978
C -1.917 1.590 -0.035
C -2.278 0.426 0.641
C -3.338 0.194 1.529
C -3.452 -1.178 1.642
C -2.449 -1.746 0.828
N -1.729 -0.789 0.231
C -2.176 -3.213 0.593
C -2.110 -3.497 -0.911
C -3.278 -4.071 1.216
C -0.837 -3.565 1.240
H 2.447 3.231 0.437
H 0.795 2.625 0.514
H 1.087 4.339 0.227
H 2.145 3.864 -1.922
H 1.647 0.897 -1.427
H 3.156 1.735 -1.590
H 2.061 1.619 -2.980
H 0.980 4.997 -3.267
H -1.122 5.603 -4.398
H -3.160 4.292 -3.965
H -3.318 1.227 -1.918
H -4.750 3.913 -2.053
H -4.253 3.093 -0.580
H -5.515 2.392 -1.592
H -4.681 2.674 -4.219
H -4.857 1.007 -3.699
H -3.390 1.536 -4.539
H -2.460 2.513 0.166
H -3.953 0.950 1.993
H -4.180 -1.727 2.213
H -3.080 -3.331 -1.384
H -1.814 -4.533 -1.086
H -1.383 -2.851 -1.410
H -4.258 -3.808 0.817
H -3.307 -3.956 2.301
H -3.098 -5.125 1.000
H -0.022 -3.003 0.776
H -0.608 -4.627 1.127
H -0.849 -3.324 2.305
Br 1.758 -2.317 -1.813
C 0.679 -1.673 -3.249
C 0.829 -2.130 -4.541
C -0.043 -1.606 -5.487
C -0.994 -0.669 -5.106
C -1.045 -0.267 -3.786
N -0.212 -0.772 -2.869
H 1.582 -2.862 -4.790
H 0.020 -1.932 -6.516
H -1.687 -0.249 -5.821
H -1.743 0.469 -3.422
C 5.221 2.707 2.598
C 5.178 2.056 1.373
C 4.160 1.154 1.108
C 3.182 0.881 2.059
C 3.239 1.530 3.286
C 4.251 2.443 3.552
Sb 1.615 -0.482 1.629
C 0.672 -0.551 3.508
C 1.242 -1.191 4.604
C 0.610 -1.156 5.838
C -0.589 -0.471 5.988
C -1.155 0.176 4.901
C -0.527 0.136 3.666
C 2.730 -2.297 1.613
C 3.885 -2.339 0.831
C 4.625 -3.506 0.711
C 4.221 -4.652 1.380
C 3.081 -4.620 2.168
C 2.339 -3.452 2.281
H 6.010 3.416 2.809
H 5.934 2.254 0.625
H 4.139 0.664 0.141
H 2.490 1.337 4.046
H 4.281 2.943 4.511
H 2.190 -1.710 4.511
H 1.058 -1.658 6.686
H -1.079 -0.442 6.952
H -2.090 0.711 5.010
H -0.992 0.627 2.821
H 4.236 -1.450 0.319
H 5.520 -3.515 0.104
H 4.798 -5.563 1.295
H 2.765 -5.506 2.703
H 1.451 -3.454 2.901
*
```

Partial atomic charges computed with the Löwdin method, in multiples of e:
1. V 0.52
2. C -0.04
3. C -0.35
4. C -0.04
5. C -0.14
6. C -0.03
7. C -0.06
8. C -0.03
9. C -0.14
10. C -0.38
11. C -0.05
12. C -0.07
13. C -0.16
14. N -0.02
15. C -0.10
16. C -0.34
17. C -0.03
18. C -0.01
19. C -0.25
20. N 0.02
21. C -0.54
22. C -0.03
23. C -0.05
24. C -0.05
25. H 0.07
26. H 0.05
27. H 0.09
28. H 0.13
29. H -0.01
30. H 0.08
31. H 0.10
32. H 0.12
33. H 0.11
34. H 0.12
35. H 0.12
36. H 0.09
37. H 0.07
38. H 0.09
39. H 0.08
40. H 0.09
41. H 0.07
42. H 0.14
43. H 0.12
44. H 0.10
45. H 0.10
46. H 0.09
47. H 0.04
48. H 0.09
49. H 0.09
50. H 0.09
51. H 0.03
52. H 0.10
53. H 0.09
54. Br 0.92
55. C -0.67
56. C -0.06
57. C -0.02
58. C -0.01
59. C -0.06
60. N -0.07
61. H 0.12
62. H 0.12
63. H 0.12
64. H 0.10
65. C -0.07
66. C -0.08
67. C -0.17
68. C -0.37
69. C -0.11
70. C -0.07
71. Sb 1.54
72. C -0.39
73. C -0.13
74. C -0.07
75. C -0.07
76. C -0.07
77. C -0.13
78. C -0.39
79. C -0.18
80. C -0.08
81. C -0.07
82. C -0.07
83. C -0.14
84. H 0.11
85. H 0.11
86. H 0.08
87. H 0.09
88. H 0.11
89. H 0.10
90. H 0.11
91. H 0.11
92. H 0.11
93. H 0.07
94. H 0.07
95. H 0.11
96. H 0.11
97. H 0.11
98. H 0.09

=====

[3]
Density functional theory data (ωB97M-V/def2-TZVPD) for one molecule with the formula C3H3Cl3S2 at a distorted geometry.

Summary:
**Structure (SMILES)**: SC(S)(Cl)/C(Cl)=C/Cl

The geometry in ORCA input format:
```
! RIJCOSX wB97M-V def2-TZVPD def2/J DEFGRID3
* xyz 0 1
S -1.431 -0.603 -1.354
C -0.688 -0.319 0.235
S -0.626 -1.817 1.178
Cl -1.241 0.984 1.359
C 0.905 0.408 0.107
Cl 1.971 0.160 1.434
C 1.225 0.972 -1.074
Cl 2.536 1.931 -1.390
H -2.510 -1.451 -1.000
H -0.422 -1.305 2.345
H 0.280 1.040 -1.840
*
```

Partial atomic charges computed with the natural (NBO) method, in multiples of e:
1. S 0.06
2. C -0.39
3. S 0.07
4. Cl -0.03
5. C -0.07
6. Cl 0.06
7. C -0.32
8. Cl 0.08
9. H 0.17
10. H 0.13
11. H 0.24

=====

[4]
Density functional theory data (ωB97M-V/def2-TZVPD) for C9H13O5PV as an isolated structure at a distorted geometry.

Summary:
**<S²>**: 3.778

The geometry in ORCA input format:
```
! RIJCOSX wB97M-V def2-TZVPD def2/J DEFGRID3
* xyz 2 4
V -0.059 1.901 -0.927
C -0.011 2.627 0.680
O 0.017 2.986 1.783
C -0.155 3.384 -2.109
O -0.182 4.360 -2.763
C -1.854 1.170 -0.878
O -2.959 0.789 -0.720
C 1.878 1.234 -1.074
O 3.002 0.947 -1.052
C -0.010 -0.548 -2.717
H 0.946 -0.873 -2.232
H -0.932 -0.973 -2.267
C -0.051 0.539 -3.490
H -0.993 1.037 -3.756
H 0.859 1.087 -3.775
C -0.532 -0.174 2.810
P 0.221 -1.066 1.426
C 1.549 -2.093 2.103
C -1.038 -2.160 0.760
O 0.765 -0.131 0.344
H -1.403 0.367 2.444
H 0.190 0.522 3.234
H -0.843 -0.886 3.576
H 1.162 -2.737 2.903
H 1.952 -2.722 1.302
H 2.335 -1.451 2.511
H -1.854 -1.562 0.362
H -0.589 -2.764 -0.027
H -1.410 -2.810 1.551
*
```

Partial atomic charges computed with the natural (NBO) method, in multiples of e:
1. V 0.47
2. C 0.55
3. O -0.26
4. C 0.55
5. O -0.25
6. C 0.56
7. O -0.29
8. C 0.58
9. O -0.31
10. C -0.31
11. H 0.23
12. H 0.22
13. C -0.41
14. H 0.23
15. H 0.23
16. C -1.00
17. P 1.93
18. C -1.00
19. C -1.01
20. O -1.14
21. H 0.24
22. H 0.27
23. H 0.29
24. H 0.28
25. H 0.27
26. H 0.28
27. H 0.24
28. H 0.27
29. H 0.29

=====

Short version: electronic energy = -133487.1049, -153139.6763, -62395.1648, -54739.1886 eV, in the order given.